47
Properties=species:S:1:pos:R:3:lowdin_spin:R:1 method="wB97M-V/def2-TZVPD" total_energy_ev=-60421.372 de_lowest_kj_mol=0.0 homo_ev="-7.7 / -7.6" total_charge=0 lumo_ha="0.0031 / 0.0048" multiplicity=6
C -0.807 0.886 -3.552 -0.0002
C -0.848 0.397 -2.251 -0.0002
N 0.008 0.825 -1.288 -0.0058
C 0.814 1.870 -1.583 0.0000
C 0.828 2.468 -2.836 -0.0001
C 0.035 1.948 -3.855 0.0002
C -1.829 -0.717 -1.985 -0.0001
P -2.373 -0.920 -0.210 -0.0095
Sm 0.132 -0.476 1.019 5.0906
P 2.214 1.386 0.845 -0.0052
C 1.738 2.492 -0.563 0.0000
O -0.620 -3.307 -2.476 -0.0002
O 0.345 -3.817 0.150 -0.0021
H -1.442 0.409 -4.294 0.0000
H 1.486 3.314 -2.986 0.0000
H 0.071 2.363 -4.850 0.0000
C -3.836 0.131 -0.137 -0.0020
C -3.004 -2.611 -0.025 -0.0010
H 2.665 2.829 -1.060 -0.0001
H 1.287 3.404 -0.121 -0.0001
H -1.364 -1.706 -2.280 0.0001
H -2.728 -0.586 -2.610 -0.0001
C 2.583 2.461 2.259 -0.0007
C 3.836 0.791 0.278 -0.0017
H 0.904 -2.983 0.141 -0.0034
H 0.397 -4.117 1.079 0.0000
H -0.229 -3.522 -1.599 -0.0001
H 0.095 -3.373 -3.124 0.0000
H -0.790 1.167 1.413 -0.0300
H 1.491 -1.545 0.118 -0.0149
H -4.666 -0.270 -0.731 -0.0003
H -4.134 0.206 0.920 -0.0002
H -3.587 1.144 -0.482 -0.0003
H -3.845 -2.821 -0.704 -0.0003
H -2.199 -3.349 -0.173 0.0000
H -3.344 -2.698 1.022 0.0000
H 4.583 1.595 0.211 -0.0004
H 4.176 0.022 0.987 -0.0002
H 3.719 0.301 -0.698 -0.0002
H 3.461 3.099 2.082 -0.0002
H 1.707 3.076 2.513 -0.0001
H 2.776 1.794 3.115 0.0000
N 0.206 -0.391 3.311 -0.0112
C 0.136 -0.213 4.491 0.0004
N 0.082 0.183 5.683 -0.0003
C -0.020 -0.379 6.864 0.0001
N -0.108 -0.758 7.975 -0.0003